1.
C29H26FeNO3PS2Se2Te | ωB97M-V/def2-TZVPD

Positions of all 66 atoms, in Å:
Fe -0.2159 0.4023 0.1817
C -3.1439 -2.3889 -2.1027
C -3.1717 -1.4175 -0.9341
C -4.5328 -1.4016 -0.2404
O -2.1404 -1.7169 -0.0102
C -2.8712 0.0299 -1.4443
O -3.4086 0.3633 -2.4875
O -2.1055 0.7911 -0.7223
H -3.5125 -3.3753 -1.8055
H -2.1263 -2.4918 -2.4794
H -3.7691 -1.9869 -2.8981
H -4.7823 -2.3966 0.1391
H -5.3036 -1.0732 -0.9379
H -4.5005 -0.7047 0.5970
H -2.1454 -2.6522 0.2159
S -1.3880 5.0905 -0.3942
C -3.0555 4.8172 -0.0375
C -3.2262 3.7057 0.7228
C -2.0134 3.0527 1.0555
C -0.8864 3.6667 0.5030
C 0.4941 3.3333 0.5899
C 1.5013 4.2382 0.1652
C 2.8223 3.9093 0.2637
C 3.1781 2.6614 0.8367
C 2.1676 1.8245 1.2328
N 0.8548 2.0999 1.1093
H -3.7955 5.5009 -0.4201
H -4.1909 3.3452 1.0543
H 1.1982 5.2002 -0.2270
H 3.5870 4.5940 -0.0823
H 4.2121 2.3633 0.9441
H 2.4026 0.8664 1.6849
Se 0.8191 -1.5084 1.3397
P 1.3927 -1.1032 -0.8398
Se 0.8767 0.7637 -1.9362
C 0.8056 -2.5203 -1.8180
C 0.2826 -2.3500 -3.0964
C -0.1663 -3.4466 -3.8147
C -0.0904 -4.7199 -3.2694
C 0.4500 -4.8941 -2.0018
C 0.8917 -3.8025 -1.2749
C 3.2134 -1.2680 -0.8744
C 3.9695 -0.5640 -1.8075
C 5.3463 -0.7108 -1.8404
C 5.9803 -1.5677 -0.9518
C 5.2290 -2.2694 -0.0201
C 3.8521 -2.1250 0.0198
H 0.2265 -1.3573 -3.5225
H -0.5905 -3.3039 -4.8004
H -0.4500 -5.5761 -3.8259
H 0.5126 -5.8849 -1.5687
H 1.2800 -3.9250 -0.2720
H 3.4680 0.1028 -2.4962
H 5.9278 -0.1429 -2.5558
H 7.0565 -1.6825 -0.9800
H 5.7177 -2.9229 0.6921
H 3.2685 -2.6558 0.7596
Te -2.0374 1.1697 1.9792
C -1.8547 1.9771 3.9488
C -1.2804 1.3382 5.0103
C -1.4208 2.0341 6.2420
C -2.1032 3.1995 6.0997
S -2.5816 3.4565 4.4661
H -0.7527 0.3992 4.9036
H -1.0214 1.6774 7.1817
H -2.3495 3.9326 6.8515

Computed properties:
- total charge = -1
- expectation value of S² = 8.81
- energy above the lowest of the compared OMol25 structures with the same formula, charge and spin (kJ/mol) = 142.1
- calculated total energy (eV) = -241462.359
- Kohn-Sham gap (spin up / spin down) (eV) = 3.9 / 6.7
- multiplicity = 6

***

2.
B3CsH12 | ωB97M-V/def2-TZVPD

Positions of all 16 atoms, in Å:
Cs 0.6797 0.4080 -1.3573
B -2.2004 -0.7663 -1.8265
H -1.9605 -0.7569 -2.8785
H -1.4346 -1.2995 -1.2848
H -2.2431 0.2534 -1.4765
H -3.1326 -1.2690 -1.6200
B 3.2428 0.3551 0.7765
H 3.3540 -0.5000 0.1279
H 2.2308 0.3529 1.1508
H 3.9373 0.3588 1.6023
H 3.3741 1.2628 0.2081
B -1.1720 0.3225 1.3350
H -1.2874 0.8949 0.4276
H -2.0948 0.4119 1.8871
H -0.9883 -0.7034 1.0560
H -0.3052 0.6748 1.8723

Computed properties:
- total charge = -1
- expectation value of S² = 0.75
- energy above the lowest of the compared OMol25 structures with the same formula, charge and spin (kJ/mol) = 0.0
- calculated total energy (eV) = -2763.329
- Kohn-Sham gap (spin up / spin down) (eV) = 7.9 / 4.4
- multiplicity = 2

***

3.
C3H14N3O2 | ωB97M-V/def2-TZVPD

Positions of all 22 atoms, in Å:
C -0.9583 1.4717 -0.8038
C 0.2658 0.6202 -0.4768
N 0.0141 -0.8277 -0.7480
C 0.2141 -1.7214 0.3127
N -0.2175 -3.0205 0.2784
N 1.0750 -1.4519 1.3544
H -0.9117 1.7077 -1.8588
H -0.9254 2.4509 -0.3216
H -1.8620 0.9744 -0.3836
H 0.9787 0.7271 -1.3051
H 0.8934 0.9648 0.3224
H -0.6615 -1.0820 -1.4531
H -0.8489 -3.4907 -0.3929
H 0.3329 -3.7474 0.7087
H 1.0099 -1.8322 2.2893
H 1.5785 -0.5895 1.3978
H -2.1835 -1.8238 3.4702
H -1.4076 -0.5273 2.7632
O -1.4278 -1.4475 3.0141
H 1.3891 3.7361 -3.2994
H 2.2605 4.6535 -2.3781
O 1.3923 4.2554 -2.4899

Computed properties:
- total charge = 0
- expectation value of S² = 0.75
- energy above the lowest of the compared OMol25 structures with the same formula, charge and spin (kJ/mol) = 43.4
- calculated total energy (eV) = -11899.951
- Kohn-Sham gap (spin up / spin down) (eV) = 3.9 / 9.3
- multiplicity = 2

***

4.
C22H72O25 | ωB97M-V/def2-TZVPD

Positions of all 119 atoms, in Å:
O -2.4795 2.4016 2.4034
H -2.4254 2.0910 1.4996
H -1.7038 2.0368 2.8294
O 0.0261 1.1997 3.4586
H 0.0237 0.4211 4.0154
H 0.7243 1.0388 2.8239
O 2.5269 0.0473 3.5413
H 2.0629 -0.4458 2.8648
H 2.7618 -0.6086 4.1978
C -5.5513 -1.2398 -0.0840
C -4.5442 -1.4255 -1.1701
O -4.8040 -0.5077 -2.2210
O -5.5206 0.1038 0.3637
H -5.2260 -1.9255 0.6984
H -6.5307 -1.5556 -0.4433
H -4.6798 -2.4576 -1.4930
H -3.5673 -1.2871 -0.7068
H -4.5808 0.3706 -1.9042
H -5.5506 0.0749 1.3228
C 0.1457 -4.4723 4.2340
C -0.7172 -4.9259 5.3944
O -0.6563 -4.0464 6.4539
O -0.5552 -3.4449 3.4366
H 0.2879 -5.3121 3.5537
H 1.1147 -4.0707 4.5303
H -0.4284 -5.9135 5.7540
H -1.7777 -4.8619 5.1509
H -1.4779 -4.0264 6.9501
H -0.1156 -3.2820 2.5988
C -0.1979 4.8551 1.1595
C 0.3258 4.5742 2.5788
O 1.3981 5.3806 2.9862
O -0.7687 6.1751 1.0943
H -0.8414 4.0528 0.7987
H 0.6272 4.6543 0.4762
H 0.7025 3.5552 2.4909
H -0.4684 4.4552 3.3158
H 1.5771 5.2500 3.9203
H -0.0599 6.8166 1.1811
C 2.8058 2.7619 -4.4788
C 2.6156 3.3735 -3.0955
O 3.3131 2.6570 -2.1438
O 2.2652 1.4585 -4.6938
H 3.8872 2.7306 -4.6122
H 2.4706 3.3693 -5.3195
H 1.5523 3.4138 -2.8592
H 2.9601 4.4067 -3.1400
H 2.7787 2.1062 -1.5669
H 2.9402 0.8043 -4.4989
C -3.5774 2.6354 -2.0910
C -2.6361 2.8282 -0.9207
O -2.6933 1.6404 -0.2143
O -4.9747 2.4060 -1.7495
H -3.3309 1.7717 -2.7086
H -3.5008 3.4661 -2.7924
H -3.0872 3.6577 -0.3762
H -1.7102 3.2492 -1.3125
H -3.6105 1.3585 -0.2442
H -5.5011 2.7044 -2.4948
C -0.3441 -1.9612 -4.8783
C -0.7662 -1.0379 -3.6211
O -0.4901 0.3264 -3.8606
O 1.0228 -2.1230 -4.9834
H -0.6762 -1.4849 -5.8007
H -0.7453 -2.9744 -4.9006
H -0.2658 -1.3757 -2.7136
H -1.8330 -1.1969 -3.4636
H 0.4577 0.4697 -3.9121
H 1.3220 -1.7998 -5.8364
C 4.6045 -1.0324 -3.7695
C 3.7063 -2.0509 -3.0602
O 2.4311 -1.5340 -2.8400
O 4.0893 -0.6047 -5.0504
H 5.5692 -1.5276 -3.8797
H 4.7202 -0.2538 -3.0155
H 4.0967 -2.4928 -2.1435
H 3.5354 -2.8624 -3.7676
H 1.9572 -1.6208 -3.6704
H 4.7956 -0.8504 -5.6524
C 4.4427 2.8609 2.2922
C 3.8492 2.5590 0.8635
O 2.4637 2.3414 0.8121
O 4.5009 1.7689 3.0305
H 3.6941 3.4002 2.8725
H 5.3754 3.4248 2.3067
H 4.2251 1.6315 0.4317
H 3.9506 3.3993 0.1767
H 2.1837 1.5817 0.2963
H 3.6731 1.2940 2.9268
C -4.4487 -0.5349 3.7554
C -3.3789 -1.1699 2.8535
O -3.3593 -2.5724 3.0209
O -5.7857 -0.7522 3.2269
H -4.3926 0.5536 3.7494
H -4.3623 -0.7990 4.8094
H -2.4256 -0.7072 3.1094
H -3.7056 -0.9522 1.8367
H -2.5188 -2.8348 3.4035
H -5.9509 -1.6366 3.5618
C -0.1777 -0.5925 0.2165
C 0.1912 0.6570 -0.6003
O 1.5589 0.5752 -1.1546
O 0.6986 -0.7671 1.2818
H -0.2683 -1.4958 -0.3869
H -1.2069 -0.4751 0.5557
H 0.1643 1.5955 -0.0465
H -0.5686 0.7591 -1.3753
H 1.6601 -0.1626 -1.7603
H 0.9998 -1.6731 1.1812
C 2.3502 -3.2938 -0.1406
C 1.4759 -4.0796 -1.1803
O 1.6428 -5.5138 -0.9959
O 1.7207 -3.4065 1.1937
H 2.4925 -2.2489 -0.4161
H 3.3264 -3.7787 -0.1449
H 1.8783 -3.8080 -2.1562
H 0.4491 -3.7287 -1.2827
H 2.3997 -5.6947 -1.5580
H 1.9530 -4.2819 1.5120

Computed properties:
- total charge = 0
- energy above the lowest of the compared OMol25 structures with the same formula, charge and spin (kJ/mol) = 206.1
- calculated total energy (eV) = -75162.539
- Kohn-Sham gap (eV) = 8.6

***

5.
C4H13N2S | ωB97M-V/def2-TZVPD

Positions of all 20 atoms, in Å:
C 0.4176 1.0147 1.8370
N 0.8930 -0.1908 -0.5440
C 0.0557 -0.9946 -1.3097
C 0.2054 -2.5750 -1.1422
S -1.0516 -3.5136 -2.0147
C -0.6331 1.9261 1.3296
N -0.1705 2.5863 0.0866
H 0.1251 0.3682 2.6564
H 1.3572 1.5251 2.0487
H 1.6635 0.2318 -1.0657
H -0.9807 -0.7788 -0.9917
H 0.0703 -0.7559 -2.3768
H 0.2013 -2.9656 -0.1286
H 1.1817 -2.8121 -1.5652
H -1.8081 -3.8497 -0.9395
H -1.5292 1.3506 1.0665
H -0.9653 2.6852 2.0497
H -0.4996 3.5515 0.0938
H 0.8394 2.7200 0.1461
H 0.6280 0.4764 0.7637

Computed properties:
- total charge = +1
- energy above the lowest of the compared OMol25 structures with the same formula, charge and spin (kJ/mol) = 635.4
- calculated total energy (eV) = -18161.908
- Kohn-Sham gap (eV) = 5.0

***

6.
C24H22BeN5O2 | ωB97M-V/def2-TZVPD

Positions of all 54 atoms, in Å:
Be 0.7851 -0.0598 2.1598
O -4.8002 1.6228 5.0517
C -4.2659 2.4768 4.0493
C -2.9279 1.9701 3.5870
C -1.9214 2.8638 3.2303
C -0.7233 2.3512 2.7744
N -0.4714 1.0332 2.6441
C -1.4424 0.1331 2.9771
C -2.6794 0.5948 3.4431
C -1.1191 -1.3285 2.8165
C -2.0289 -2.3492 3.1183
C -1.6833 -3.6991 2.9387
C -2.6388 -4.8037 3.2964
O -3.9724 -4.4303 2.9768
C -0.4040 -3.9974 2.4776
C 0.4517 -2.9501 2.1994
N 0.1252 -1.6515 2.3569
H -5.6332 2.0266 5.3468
H -4.1728 3.4802 4.4779
H -4.9604 2.5106 3.2037
H -2.0577 3.9369 3.3050
H 0.0958 3.0044 2.4883
H -3.4734 -0.0937 3.7112
H -3.0229 -2.1262 3.4902
H -2.5759 -5.0135 4.3690
H -2.4026 -5.7153 2.7374
H -4.5329 -5.1973 3.1811
H -0.0730 -5.0197 2.3328
H 1.4582 -3.1280 1.8324
N 3.5110 1.3083 -4.0640
C 3.4612 1.4080 -5.4302
C 4.4097 1.7820 -6.3841
C 3.9933 1.7658 -7.7207
C 2.6933 1.3929 -8.0724
C 1.7634 1.0224 -7.0925
C 2.1639 1.0332 -5.7491
N 1.4559 0.7186 -4.6167
C 2.2833 0.8890 -3.5992
C 1.9525 0.6676 -2.1865
C 2.8692 0.8640 -1.1504
C 2.4594 0.6273 0.1540
N 1.2212 0.2155 0.4920
C 0.3490 0.0308 -0.5200
C 0.6635 0.2403 -1.8517
H 4.3187 1.5106 -3.4974
H 5.4188 2.0715 -6.1128
H 4.6962 2.0492 -8.5018
H 2.3967 1.3893 -9.1187
H 0.7529 0.7320 -7.3571
H 3.8856 1.1933 -1.3234
H 3.1409 0.7679 0.9887
H -0.6427 -0.3011 -0.2261
H -0.0866 0.0728 -2.6196
H 1.9366 0.1076 2.9869

Computed properties:
- total charge = +1
- calculated total energy (eV) = -37189.332
- Kohn-Sham gap (eV) = 7.1